This record from the OMol25 dataset describes C44H112AlAsF8N9O14S2 as an isolated structure at a distorted geometry. The level of theory is ωB97M-V with the def2-TZVPD basis set.

The geometry in XYZ format:
```
191
Properties=species:S:1:pos:R:3:forces:R:3
H -10.835280 13.216210 -24.814090 -0.5132 0.4442 0.4046
C -12.063240 4.240650 -27.248580 -1.5609 0.4348 0.2167
H -8.265510 3.391020 -19.704870 -0.1860 0.4212 -0.5484
H -14.768460 8.342280 -18.122920 0.3212 -0.2106 0.4652
H -12.900770 0.605460 -22.775950 0.1138 -0.1457 0.2213
H -12.088330 11.176380 -25.524830 0.3991 0.1219 0.4367
H -9.673640 10.178390 -20.078050 -0.1903 0.5298 0.4085
H -15.089260 6.652240 -25.861460 -0.0694 -0.5528 0.0709
C -7.879180 11.289870 -20.482560 -0.3165 0.7784 -0.0451
O -9.121030 13.590230 -26.654010 0.1139 -0.1635 -0.2924
F -16.863690 13.470070 -21.354700 2.1007 -0.2834 -0.9073
C -8.020820 4.273750 -17.790810 -0.9674 -0.5670 0.7600
H -10.519540 11.346900 -26.438390 -0.0818 -0.3225 0.3004
H -9.671730 5.450910 -20.268670 -0.1787 -0.0205 0.2289
H -15.005240 8.186500 -26.044120 0.2973 0.1764 0.5335
Al -16.998070 8.712220 -21.790240 1.5451 -0.2332 -0.7355
H -15.268030 3.142590 -23.114830 -0.2919 0.0841 0.1529
H -15.198690 2.158370 -24.537480 0.0197 0.0042 -0.2252
H -18.081710 4.067920 -29.233440 0.7349 0.0778 0.2414
N -9.451910 1.165420 -23.102780 -0.4598 2.3377 1.1404
H -11.909890 5.124740 -18.073730 -0.2977 -0.0446 0.1760
O -7.762120 6.672690 -17.670060 0.3373 -0.3535 -0.4805
H -14.305490 6.447580 -28.040400 -0.0888 -0.0977 -0.2864
H -8.455570 -0.307390 -23.139710 0.2747 -0.6943 -0.4199
H -9.433830 7.151320 -19.814650 0.2151 0.0355 -0.2155
F -16.259570 11.518240 -22.680190 0.7145 0.5459 0.0857
C -9.081120 2.342180 -23.914020 -1.8955 1.8717 0.2886
H -11.493800 7.460960 -17.458690 0.0968 0.2401 -0.4194
H -11.905350 2.433020 -21.072580 0.0201 -0.0979 0.0318
H -8.478870 7.399720 -25.408870 -0.0140 0.0043 -0.0317
H -16.521990 3.399110 -25.395590 -0.3895 0.4938 -0.3104
C -14.249480 8.036630 -19.031400 -0.3543 0.0534 -1.1448
C -10.954720 4.880070 -17.609090 0.2156 -1.2077 -0.9897
H -8.585280 3.647080 -22.241480 -0.0681 -0.0288 0.3470
C -11.346540 13.289300 -25.773980 -0.8177 -1.3831 -1.3228
F -15.018850 5.692170 -22.721560 -0.5267 -0.9956 0.2208
H -20.215380 4.416960 -24.290370 -0.1934 -0.0344 0.2828
S -13.760190 6.547670 -23.206660 0.9231 -8.6746 3.0438
C -11.342190 6.496860 -27.061890 -0.5007 -1.5889 -0.6469
C -18.711560 5.636440 -19.529830 0.2579 -0.1965 1.1198
H -12.059590 6.544560 -26.242650 0.1778 0.0467 0.3710
C -6.810840 4.091220 -16.824010 -0.6630 0.2650 -0.5008
C -15.122270 3.190010 -24.194000 0.7493 -0.8864 1.3576
H -18.268180 6.311300 -18.797660 0.2542 -0.1534 -0.0230
H -12.036610 13.507170 -22.213520 -0.4438 -0.8541 0.2752
H -9.145970 4.500470 -23.641980 -0.2051 0.1617 0.0290
C -10.774860 1.040470 -22.391790 0.1821 3.2430 0.4914
C -16.497790 10.649740 -25.724480 -0.2899 -0.1796 0.1913
H -10.717740 4.590910 -21.824650 -0.7771 -0.1660 0.2830
C -11.336640 13.635630 -21.387900 1.1920 1.5113 -0.5149
H -9.074230 3.115040 -16.317930 -0.5224 -0.0600 0.0535
H -6.041000 4.767830 -17.194990 0.1971 -0.0199 0.4781
F -14.360780 12.556860 -21.337600 -0.8550 0.2382 -0.5435
C -10.637990 0.016700 -21.306690 -0.1247 -0.6617 0.1208
O -9.074290 0.041830 -23.785340 0.0536 -1.8175 -0.2796
N -10.363020 8.669570 -26.769010 -0.0731 0.6768 -0.4914
O -12.807110 6.225820 -22.117610 -1.2864 0.9686 -2.7139
H -9.751110 8.020820 -17.366980 -0.4140 0.3643 -0.4257
F -16.706230 13.756860 -23.814300 1.7707 -0.8482 1.3484
H -10.021000 7.106040 -24.620730 -0.3256 0.3096 -0.1247
C -9.141970 3.201170 -17.402410 1.1747 0.1967 -0.6129
C -9.933800 2.499170 -25.270200 0.9773 0.0576 1.9846
H -8.579890 9.740460 -22.662070 0.2348 0.0514 -0.2854
H -17.857720 4.440450 -21.975810 0.4589 -0.1079 0.1026
H -11.507620 3.757570 -23.163900 0.0715 0.4864 -0.3104
O -16.098840 4.017690 -24.795670 0.2046 -0.3195 -0.3937
H -6.428280 3.070560 -16.826850 -0.0639 -0.1004 -0.4678
O -11.944140 8.837070 -23.096330 -2.7308 -1.6513 -0.9391
F -14.811220 14.804800 -22.338140 -0.9763 -2.1225 -0.2462
H -16.458880 8.824540 -25.376120 -0.2001 -1.1680 0.7166
C -18.467660 5.077270 -29.376120 -0.0828 0.7886 0.9139
H -7.360620 13.723620 -27.710530 -0.1034 0.0430 0.0849
N -12.707070 13.892400 -25.736440 0.8669 -0.5043 0.7470
H -10.801350 14.234560 -27.678830 -0.2774 -0.1060 -0.2113
C -18.873870 5.805880 -23.194280 0.1558 0.0917 -2.2011
O -13.295610 8.843010 -25.153370 -0.4934 -0.6285 0.4391
H -7.642540 6.711720 -18.621790 0.6316 0.7159 -0.5161
H -6.632720 3.483340 -19.253150 0.2488 0.2339 0.0292
C -14.770570 7.425130 -28.167690 -0.6721 0.0589 -1.9512
H -9.716280 8.947070 -21.863360 -0.1573 -0.2716 -0.1755
H -14.029570 8.151560 -27.834060 -0.3500 0.2598 0.2633
H -17.153010 10.459310 -26.574490 -0.1372 0.7526 -0.2991
C -16.991850 6.193130 -27.706980 -0.2466 -0.6571 -1.6701
O -15.195330 7.364960 -19.868180 -0.5288 -1.2335 -0.2286
H -10.897160 2.908430 -24.966020 -0.1449 -0.3598 -0.4091
H -11.438220 0.001810 -20.566750 -0.5016 0.2680 -0.3574
H -19.344950 5.164210 -28.735120 -0.3649 -0.1562 -0.0561
C -10.178240 11.560310 -21.677290 -0.8192 1.1288 1.4128
H -9.468620 3.272330 -25.881710 0.0503 -0.2528 -0.2537
N -8.861500 9.468550 -21.731020 -0.0805 -0.2857 -0.4157
C -11.505100 11.764800 -26.233140 0.6983 1.4117 -0.3576
H -8.165380 15.298290 -27.411390 0.0826 0.1642 0.1874
H -11.752840 14.278520 -20.612280 -0.1686 -0.0630 -0.1757
O -13.543460 5.957330 -24.536450 0.2146 1.8342 1.8542
O -17.616180 6.195160 -29.046510 0.8174 -0.2552 0.6761
F -13.872570 10.169340 -23.184750 0.0889 -1.6143 -0.7500
C -9.369150 3.649170 -22.998870 1.6004 -1.8398 -2.2439
C -10.528070 3.430020 -17.985230 0.4938 2.2021 0.8714
H -15.783960 5.331640 -20.325330 -0.6843 0.9871 -0.3022
H -10.418740 3.351090 -19.066850 -0.5524 -0.3240 0.0168
H -7.448620 11.999730 -21.188830 -0.1613 -0.1677 -0.5906
N -14.548950 7.829830 -22.996580 2.4431 4.0156 -2.2748
H -11.233010 2.739970 -17.521550 -0.0400 -0.2519 -0.5179
C -7.602340 2.395940 -24.225630 -0.1103 -1.5695 -0.1720
H -7.135680 10.506070 -20.337770 -0.1209 0.1207 0.4358
H -9.981870 1.521870 -25.750480 -0.2137 0.2151 -0.2346
C -10.445370 14.148000 -26.652240 1.2138 -0.4826 0.2885
N -15.687020 7.441530 -26.061000 -0.6429 0.0531 1.2472
H -12.895720 4.648540 -27.821910 -0.0918 -0.1905 -0.8336
H -12.156720 1.709500 -23.922360 0.0452 -0.0953 -0.0133
H -11.039580 4.896730 -16.522530 -0.0927 0.2502 0.0081
C -13.841710 9.258940 -19.796430 -0.6362 1.2471 -0.6701
O -16.739350 9.570670 -24.841120 -0.3811 0.0927 1.0256
H -7.015540 2.335120 -23.309070 0.1171 1.0510 0.1217
H -11.087720 11.085230 -22.045040 0.3269 -0.7956 -0.2865
H -11.696880 -0.003020 -23.949070 -0.3934 -0.1113 -0.2449
C -10.097660 7.243690 -26.826570 1.1167 0.7053 1.4142
H -16.643330 8.382560 -27.597080 -0.1845 -0.1056 -0.3565
H -10.645010 -0.963480 -21.783460 0.5527 -0.3015 0.3886
H -19.777070 5.638980 -19.300100 -0.3352 0.1381 -0.6318
H -17.604820 6.632440 -24.689210 -0.5463 0.9819 -0.1964
H -15.006410 7.658520 -29.205960 0.6132 -0.4038 -0.4130
H -19.161460 5.287510 -25.329990 0.3593 0.0944 0.1982
H -10.266900 15.150820 -26.264170 -0.9034 0.2842 0.2329
H -14.515510 10.970220 -20.390340 -0.8631 0.8442 -0.9645
C -7.554810 4.063900 -19.225030 0.0372 -0.8431 -0.1419
H -8.874970 14.167770 -28.563110 0.3358 0.1142 -0.4787
C -10.962210 2.422590 -21.618920 1.2234 -0.0656 -0.2019
H -14.230600 5.500990 -19.819650 0.5057 0.3957 0.4005
H -13.635670 9.040190 -20.844190 0.4122 -0.4909 0.1986
H -9.771930 0.270650 -20.695510 0.4133 -0.4971 -0.3376
H -8.881070 2.244580 -17.855160 0.7748 -0.2124 0.3576
H -11.819650 9.377840 -19.292600 0.1947 -0.2638 0.4152
C -15.207710 5.947230 -19.634620 0.4360 -0.5579 -0.0338
H -18.364400 4.614220 -19.379290 0.1999 -0.0782 0.3027
H -11.835260 6.970320 -27.910900 -0.2112 -0.3595 -0.5381
C -18.696500 5.119930 -21.824630 1.0887 0.7182 -1.3539
C -10.460240 7.205240 -17.225350 0.9367 0.2088 -0.6142
H -17.734190 5.912260 -26.959890 -0.6065 1.1287 0.3544
H -11.889660 3.199660 -27.521170 0.7050 0.3313 -0.3774
C -9.976770 5.968320 -18.068740 -0.1864 -0.2854 0.7779
S -13.275420 8.735510 -23.725920 1.3750 6.9211 1.8314
H -14.080300 3.498950 -24.277500 -0.1550 0.4442 -0.6566
C -10.718150 3.675780 -22.416810 -1.4461 0.4166 -0.6510
H -16.918530 5.627920 -23.781040 0.6196 -0.3003 0.6798
H -7.414460 4.990690 -19.781320 -0.0189 -0.1211 -0.1181
H -8.049730 11.935640 -19.621170 0.1307 -0.3934 0.3780
H -18.520880 3.989620 -24.226230 0.0550 -0.0492 -0.5322
O -18.316800 6.069630 -20.798260 -1.2431 -0.3597 -1.4564
C -9.184800 10.644400 -20.933600 -0.2216 -0.2727 -0.3664
H -12.892590 10.142910 -18.093910 0.1919 0.1816 0.0797
H -15.467000 10.570770 -26.069940 0.2426 0.5788 -0.0025
H -11.051140 6.556100 -19.889740 -0.1123 -0.2529 -0.2365
H -16.716740 11.571420 -25.185350 0.1819 0.0701 -0.4490
H -10.448970 7.097780 -16.140720 0.1751 -0.8538 -0.0262
H -15.553630 5.700970 -18.630730 0.0895 0.1744 0.1959
C -10.033950 6.259540 -19.633850 -0.0117 0.4718 1.7554
H -7.073600 4.272520 -15.781810 -0.0652 0.4825 -0.1060
H -12.328120 10.944930 -19.607370 -0.7146 0.2831 -0.2093
H -9.374190 7.032130 -27.613930 -0.1339 0.0030 -0.2170
H -15.166380 10.585750 -18.987360 -0.7729 0.0060 0.3654
N -17.605640 6.365240 -23.715190 0.2711 0.8484 1.7781
F -14.336730 12.771050 -23.830940 -1.3449 0.0039 1.3949
N -8.637010 5.594280 -17.567890 -1.1815 -0.4195 1.4753
C -8.316530 14.241170 -27.629910 -0.7371 -0.5790 0.1849
H -12.087170 11.677370 -27.150550 0.0072 0.3676 -0.3570
H -16.398080 5.283880 -27.613040 0.8648 -0.0379 -0.3811
H -9.694000 12.050380 -22.521940 0.2525 0.1826 -0.1239
H -18.780250 5.123410 -30.419320 0.1971 0.4800 0.0850
H -7.246100 1.481710 -24.700360 -0.3472 -0.0767 -0.5876
N -14.972340 10.211310 -19.905100 0.7671 -0.7711 -0.0585
O -10.728780 12.563620 -20.757400 0.4834 -2.2123 0.2780
C -19.207330 4.828300 -24.342500 -0.8976 -1.1560 0.9878
H -10.313280 9.101530 -27.680620 0.1362 0.0224 -0.2044
H -19.638420 6.576230 -23.294870 0.0403 0.2290 0.8916
H -10.489460 14.140160 -21.852470 -0.0618 0.9016 -0.2635
C -9.430080 6.876680 -25.507470 0.3339 -0.6876 0.2033
H -7.470280 3.209160 -24.939310 0.6166 0.2134 0.5657
H -9.247340 5.803440 -25.453880 0.1485 -0.1085 -0.1363
H -13.361770 7.422800 -18.878770 -0.1363 -0.1820 0.3287
C -11.974160 0.830670 -23.303950 0.4226 -0.3113 -0.3914
H -12.562120 4.185760 -26.281010 0.5138 0.1431 0.7961
H -13.199340 13.586420 -26.563570 0.2498 0.3212 -0.8544
O -10.979060 5.119410 -27.318820 0.0136 0.1175 0.1493
H -10.114050 2.609910 -20.960410 -0.1036 -1.2755 0.9609
H -11.312830 8.835250 -26.468170 -0.1459 0.1045 0.4049
H -19.512140 4.416780 -21.656010 -0.5750 0.6980 0.7083
H -13.185970 13.272080 -25.099290 -0.2108 0.5803 0.6816
C -12.689900 10.020190 -19.157850 0.8183 -0.8933 0.1450
As -15.516520 13.158330 -22.555260 -1.8890 1.9259 -0.5221
C -16.095020 7.454020 -27.438140 -0.0724 -1.3281 -0.0945
```
Forces are in eV/Å.

Calculated values
**HOMO level (alpha / beta)**: -8.25 / -8.25 eV
**Maximum force**: 9.239 eV/A
**2S+1**: 2
**LUMO energy (alpha / beta)**: -1.5578 / -5.6034 eV

Atomic partial charges in e from the Mulliken method, atoms 1 to 99: -0.40 -0.69 -0.12 0.34 0.36 0.13 -0.36 -0.54 -1.85 -0.25 -0.54 1.74 0.58 -0.22 -0.40 1.13 0.21 0.72 0.28 0.38 -0.08 -0.48 0.10 0.38 0.55 -0.42 1.41 0.18 0.99 0.44 0.24 -0.19 -0.99 0.08 1.37 -0.08 0.45 -0.52 0.54 -0.99 -0.37 -1.95 -0.81 0.21 0.14 0.18 1.99 -0.59 -0.44 -0.70 0.51 0.42 -0.64 -2.17 -0.52 -0.28 0.16 0.41 -0.52 -0.09 -1.86 -1.11 0.28 0.22 -1.27 -0.25 0.41 -0.19 -0.48 0.29 -0.75 0.23 -0.61 0.40 0.55 -0.15 0.45 0.45 -1.56 -0.05 0.29 0.39 0.11 0.01 -0.26 0.37 0.29 -0.21 0.48 -0.55 -1.37 0.28 0.27 -0.50 -0.44 0.12 -1.42 0.66 -0.17